Entry 1:
Computed, not measured: an isolated molecule of C17H17F6N7O at a distorted geometry, with the ωB97M-V functional and the def2-TZVPD basis.

For the calculated total energy, the calculation gives -46686.494 eV. Its energy above the lowest of the compared OMol25 structures with the same formula, charge and spin is 55.7 kcal per mole. As for the LUMO energy: 0.5 eV. The structure (SMILES) is CCN(CC)c1nc(Nc2ccc3[nH]ncc3c2)nc(OC(C(F)(F)F)C(F)(F)F)n1. The value obtained for the gap between HOMO and LUMO is 8.92 eV.

Last column: natural (NBO) charge in e.
Atoms and positions in Å:
N 0.66 0.80 -0.48  -0.5601
H -2.77 1.75 3.89  0.2194
H 2.77 -3.02 -2.21  0.2124
C -3.93 -0.28 -1.41  -0.0891
C -0.56 1.11 -0.06  0.6141
H 5.31 -0.59 1.16  0.2133
C -4.57 -1.46 -0.64  0.9602
C 3.19 -2.47 -1.34  -0.1817
N -0.32 -0.56 -2.09  -0.5551
C 4.18 -3.14 -0.61  -0.1639
H -2.47 0.65 1.82  0.2213
H 1.28 2.42 1.20  0.2193
F -5.24 -0.41 -3.42  -0.3036
C -1.59 1.21 2.21  -0.2015
H 6.49 -3.31 1.56  0.4128
C -4.93 0.40 -2.36  0.9710
H -0.79 4.71 1.28  0.2099
H -0.09 4.09 -0.28  0.2099
C 4.63 -1.06 0.52  -0.2194
O -2.68 -0.63 -2.08  -0.4568
C 0.30 2.77 1.46  -0.2187
F -4.24 1.51 -2.68  -0.3107
N 5.68 -4.64 0.20  -0.2118
C 3.73 -0.39 -0.25  -0.2108
H -3.77 0.50 -0.62  0.2769
C 0.02 4.17 0.85  -0.6156
N -1.61 0.58 -0.46  -0.5886
H -1.06 0.48 2.89  0.1873
C 4.86 -2.50 0.30  0.1421
H 0.39 2.86 2.58  0.1972
C -1.50 -0.15 -1.56  0.7468
C 4.71 -4.49 -0.67  -0.0249
H 4.37 -5.33 -1.22  0.2099
H 1.67 -0.87 -2.87  0.4029
F -5.55 -1.12 0.34  -0.3511
F -5.30 -2.31 -1.37  -0.3042
N 1.91 -0.45 -1.98  -0.5969
N 5.74 -3.42 0.88  -0.3887
F -3.70 -2.10 0.17  -0.3090
H 3.47 0.69 -0.06  0.2428
N -0.71 1.71 1.13  -0.4361
F -6.02 0.78 -1.68  -0.3005
H -1.45 2.68 3.75  0.1947
H -2.82 3.06 2.65  0.2166
H 0.98 4.74 1.03  0.2123
C 2.94 -1.08 -1.20  0.1209
C -2.28 2.25 3.13  -0.6146
C 0.70 -0.16 -1.40  0.5994


Entry 2:
Computed, not measured: a 3-piece molecular cluster, C5H8N2 overall at a distorted geometry, with the ωB97M-V functional and the def2-TZVPD basis.

For the calculated total energy, the calculation gives -8292.420 eV. Its energy above the lowest of the compared OMol25 structures with the same formula, charge and spin is 59.4 kcal per mole. As for the LUMO energy: 0.9 eV. The structure (SMILES) is C=CC.C#N.C#N. The value obtained for the gap between HOMO and LUMO is 10.56 eV.

Last column: natural (NBO) charge in e.
Atoms and positions in Å:
C -1.87 0.25 0.45  -0.6573
C 2.01 -1.43 -1.86  0.0803
N 2.00 -0.30 -2.02  -0.3131
H 1.37 -0.59 0.68  0.2476
C -0.74 1.23 0.56  -0.1731
C 0.13 1.48 -0.43  -0.4178
H 2.03 -2.48 -1.93  0.2381
H -1.99 -0.27 1.41  0.2231
H -0.78 1.90 1.41  0.1952
H -2.81 0.77 0.23  0.2238
H -1.69 -0.48 -0.33  0.2088
C 0.89 -1.23 1.39  0.0691
H 0.16 0.88 -1.32  0.2027
N 0.46 -2.03 2.08  -0.3291
H 0.85 2.28 -0.33  0.2017


Entry 3:
Computed, not measured: a 2-piece molecular cluster, C2H4BrN2 overall at a distorted geometry, with the ωB97M-V functional and the def2-TZVPD basis.

Its net charge is +1. For the calculated total energy, the calculation gives -75151.672 eV. Its energy above the lowest of the compared OMol25 structures with the same formula, charge and spin is 40.6 kcal per mole. As for the LUMO energy: -6.8 eV. The value obtained for the gap between HOMO and LUMO is 7.10 eV.

Last column: natural (NBO) charge in e.
Atoms and positions in Å:
H 2.60 0.21 1.62  0.2312
N 1.40 0.58 -0.06  -0.4514
C 0.51 0.30 -0.85  0.7433
H 2.25 -1.15 0.50  0.1940
C 2.08 -0.16 0.74  0.2421
H -1.00 0.10 -2.28  0.4747
H -3.60 0.08 1.66  0.2000
Br -3.95 -0.29 0.38  -0.1984
N -0.29 0.33 -1.69  -0.4355


Entry 4:
Computed, not measured: C6H14N3S as an isolated structure at a distorted geometry, with the ωB97M-V functional and the def2-TZVPD basis.

Its net charge is +1. For the calculated total energy, the calculation gives -21744.468 eV. Its energy above the lowest of the compared OMol25 structures with the same formula, charge and spin is 95.7 kcal per mole. As for the LUMO energy: -4.8 eV. The value obtained for the gap between HOMO and LUMO is 8.16 eV.

Last column: natural (NBO) charge in e.
Atoms and positions in Å:
N 0.80 -0.02 0.59  -0.2950
N -3.45 0.65 -0.81  -0.4521
H 2.86 -1.71 0.73  0.2286
H 4.07 -0.45 0.66  0.2369
H 1.99 2.15 0.99  0.2279
C 2.06 -0.12 -1.29  -0.5857
H 1.15 0.25 -1.55  0.2056
H 2.00 -1.21 -1.33  0.2166
C 3.02 -0.61 0.95  -0.6107
C 2.17 0.26 0.12  0.1246
H -5.09 -1.54 -0.44  0.2546
H 2.79 0.35 -1.88  0.2323
H -2.89 0.89 -1.59  0.4000
S -1.81 -0.49 1.29  0.1305
H 3.54 1.84 0.13  0.2400
C 2.48 1.73 0.15  -0.5992
H -4.15 1.39 -0.41  0.3906
H -4.72 -0.80 1.30  0.2299
H 2.82 -0.39 1.98  0.2296
H -3.80 -2.27 0.54  0.2507
C -4.34 -1.31 0.33  -0.4739
H 2.05 2.21 -0.83  0.2163
N -3.23 -0.52 -0.40  -0.0701
C -0.33 -0.27 0.76  0.2717


Entry 5:
Computed, not measured: a 10-piece molecular cluster, C44H89BCl2N3O29S overall at a distorted geometry, with the ωB97M-V functional and the def2-TZVPD basis.

Its net charge is +1. For the calculated total energy, the calculation gives -147469.841 eV. As for the LUMO energy: -2.2 eV. The value obtained for the gap between HOMO and LUMO is 9.37 eV.

Last column: Mulliken charge in e.
Atoms and positions in Å:
C 0.66 -9.80 -3.86  -0.6231
O -6.35 -3.47 -7.41  -0.3012
N 0.48 -1.12 1.01  0.8900
H 0.59 -10.87 -4.06  0.2190
O -6.19 4.29 5.42  -0.3259
H 7.42 6.41 10.58  0.2940
C -8.51 -5.60 -9.10  -0.6325
C -4.62 -2.66 -3.59  -0.6149
H 3.86 -3.10 2.44  0.3171
B 1.14 0.97 -0.37  0.3360
C 1.02 -1.37 -1.45  -0.0221
C -1.79 -1.58 1.96  -0.8792
H -6.46 2.92 6.97  0.2950
H 7.64 7.70 16.18  0.2175
C -0.29 2.89 -0.22  -0.6067
H 1.35 -3.23 -4.28  0.2541
H -1.83 -5.58 0.10  0.7529
C -1.32 -2.17 -0.56  -0.6857
C 3.86 1.72 6.40  0.7547
H 0.42 3.49 -0.77  0.4316
C 2.42 -1.53 2.44  -0.9579
H -2.43 -0.63 3.75  0.6086
H 0.47 -0.33 1.67  0.6458
O 4.92 2.48 6.66  -0.2044
S 2.02 -2.90 -1.46  -0.0752
Cl -2.62 -4.17 -1.82  -0.1412
O 0.32 1.73 0.41  -0.3762
H -8.12 0.39 -10.89  0.3302
O -5.59 -1.99 -4.40  -0.2556
H 10.12 6.82 7.33  0.3042
H 4.46 -1.41 1.96  0.2420
C 0.90 -2.48 -4.92  -0.9518
H 1.43 -0.73 -2.22  0.8642
H -1.19 2.02 -1.97  0.1886
C 7.57 6.51 13.20  0.7890
H -4.81 -2.49 -2.54  0.3169
H -1.30 -0.36 0.42  -0.9349
H -0.87 -0.47 -1.74  -0.1857
C -6.46 4.00 6.79  -0.6229
C -0.72 -2.06 -3.12  -1.5569
H -5.99 -1.55 -8.14  0.2811
C -5.59 -0.66 -4.24  0.6909
C -0.35 -7.83 -4.56  0.7749
H 1.63 0.58 7.22  0.2941
C -1.43 -5.95 -5.34  -0.3184
H -2.81 -1.70 1.62  0.4976
O 6.34 -1.25 -1.17  -0.5342
H 8.64 -2.50 -1.64  0.2964
H -2.14 3.34 -1.18  0.5300
C -1.77 -0.38 2.93  -1.3288
C -3.17 -4.40 1.15  -1.4529
C -4.19 1.78 -13.38  -0.6317
H -2.07 1.74 -0.45  0.0416
H -0.64 3.51 0.60  0.2949
O 8.73 6.38 12.89  -0.5474
H -3.18 2.16 -13.26  0.2168
H 4.45 0.44 -1.86  0.2556
H -8.43 -6.68 -9.12  0.2266
O -4.88 4.19 3.70  -0.3253
C -1.33 -3.71 -0.60  -0.2691
Cl -0.52 -4.92 1.84  -0.1817
O 8.47 7.26 8.52  -0.2560
H -4.85 2.60 -13.67  0.2943
C -5.00 3.86 4.99  0.7426
C 1.22 -2.16 1.78  -0.2692
H 0.60 -2.55 2.58  0.5512
O -4.18 3.27 5.65  -0.5445
H 4.50 5.92 8.27  0.2390
C -0.96 -1.35 0.71  0.7772
H 6.08 1.96 5.02  0.3309
H -4.19 1.01 -14.15  0.2942
H -3.05 -4.19 2.21  0.4291
H 4.00 0.31 -3.56  0.2818
H 1.67 -9.46 -4.11  0.2930
H -7.45 4.40 7.01  0.2198
C 4.54 -0.17 -2.75  -0.3429
H -6.89 1.60 -3.94  0.2903
H 4.98 6.98 6.94  0.3421
C 5.31 6.17 7.59  -0.6579
C 1.57 1.58 6.79  -0.5442
H -0.43 -1.02 -4.82  0.3831
O -6.53 -0.14 -5.03  -0.2677
O 1.97 1.50 -1.33  -0.5033
H 6.39 1.01 6.50  0.3271
H -5.30 -1.94 -6.57  0.0909
H -7.43 1.58 -5.63  0.2291
C 9.70 7.65 7.91  -0.6844
H 1.32 -3.90 -2.04  0.0081
H 4.13 -1.16 -2.58  0.2137
C -7.39 -3.78 -8.18  0.8184
O 6.52 6.20 12.44  -0.3476
O 2.80 2.28 6.98  -0.2951
H -4.71 -3.72 -3.80  0.3752
C -7.34 -0.34 -10.71  -0.5794
H 1.46 1.85 -2.08  0.2799
H 6.92 2.70 6.39  0.1790
H -1.71 -5.62 -4.34  0.0504
C -3.65 3.79 3.12  -0.4455
C 6.14 1.99 6.10  -0.6851
H -3.66 4.11 2.08  0.2623
C 8.14 7.34 15.29  -0.6287
H -0.50 -5.47 -5.66  0.2493
O 7.11 6.97 14.37  -0.3260
N -2.21 0.89 2.35  -0.4900
H 0.46 -9.62 -2.81  0.2915
H 0.80 2.14 7.31  0.2556
O -8.17 -3.01 -8.67  -0.5541
O 6.42 6.57 8.38  -0.1798
C -1.75 -4.61 0.57  0.0326
H -7.03 -1.65 -6.69  0.3618
H 5.93 5.47 10.63  0.1144
C -6.17 -2.06 -7.19  -0.5160
H -2.81 4.27 3.62  0.2994
O -0.31 -9.16 -4.68  -0.3435
O -7.43 -5.11 -8.30  -0.3335
H 7.43 4.76 11.25  0.3040
H -5.71 1.76 -5.27  0.3383
H 9.85 -1.43 -2.36  0.2188
C 6.70 -0.84 -2.24  0.6969
N 0.17 -1.47 -4.13  -0.1841
O -6.04 0.25 -10.87  -0.2328
H 2.27 -0.65 3.07  0.6393
H -2.22 -5.68 -6.04  0.2961
H -1.75 -1.95 -3.44  -0.2724
C -1.51 2.47 -1.03  -0.6943
H -0.55 -3.14 -3.10  0.6145
O -4.85 -0.04 -3.51  -0.5726
O 0.35 -7.17 -3.84  -0.5379
C 8.90 -1.47 -1.85  -0.6258
H 5.55 5.29 6.99  0.2140
C 6.86 5.68 11.15  -0.4167
O 5.91 -0.27 -3.16  -0.3727
O 3.85 0.71 5.75  -0.5846
H -9.47 -5.32 -8.66  0.2923
H -1.41 1.46 2.10  0.2723
H 1.71 -2.01 -5.47  0.3569
H -2.33 -1.85 -0.79  1.0584
H 10.38 7.90 8.71  0.2309
H -3.62 -2.34 -3.86  0.0360
C 3.65 -2.05 2.28  -0.7645
H -3.69 -3.59 0.66  0.3013
H 8.76 6.49 15.54  0.2908
H -7.40 -0.69 -9.68  0.1034
H -3.73 -5.32 1.11  0.2870
O -6.57 0.68 -13.03  -0.5295
H -5.73 4.48 7.44  0.2937
H -3.53 2.71 3.15  0.2415
H -8.44 -5.21 -10.12  0.2962
O 7.59 6.89 6.47  -0.5645
H -0.76 -0.29 3.35  0.3289
O -1.30 -7.37 -5.38  -0.3377
H -0.42 -4.12 -1.03  0.0359
H 1.32 1.53 5.73  0.1712
H 2.34 -0.74 0.03  0.1703
H 1.51 -3.00 1.18  0.5077
C 1.27 -0.60 -0.15  -0.8487
C -0.49 -1.49 -1.72  0.7792
O -4.58 1.23 -12.12  -0.3233
H 8.76 8.14 14.88  0.2948
H 8.97 -0.90 -0.92  0.2938
H -1.50 -2.46 2.52  0.2728
H -7.46 -1.20 -11.37  0.3060
C -5.81 0.72 -12.10  0.7383
H 9.55 8.52 7.27  0.2811
O 7.93 -0.88 -2.73  -0.3610
C -6.63 1.29 -4.95  -0.7237
H 0.26 -2.99 -5.65  0.3505
C 7.50 6.91 7.67  0.6935
H -2.74 0.75 1.50  0.3183


Entry 6:
Computed, not measured: an isolated molecule of C5H10O at a distorted geometry, with the ωB97M-V functional and the def2-TZVPD basis.

For the calculated total energy, the calculation gives -7390.134 eV. Its energy above the lowest of the compared OMol25 structures with the same formula, charge and spin is 106.8 kcal per mole. As for the LUMO energy (alpha / beta): 1.0 / 1.0 eV. The value obtained for the gap between HOMO and LUMO (alpha / beta) is 7.66 / 8.62 eV.

Last column: natural (NBO) charge in e.
Atoms and positions in Å:
C 2.34 -0.06 -0.17  -0.7032
H -2.32 0.29 1.50  0.2115
O 0.08 0.68 0.55  -0.4844
C -1.91 -0.36 0.72  -0.4956
H 2.49 0.19 -1.23  0.2098
C -1.82 0.34 -0.59  -0.3057
H -0.06 -0.80 1.99  0.1857
H -2.32 1.30 -0.73  0.1788
H -0.07 -1.39 0.29  0.1693
H 1.65 1.91 0.62  0.1541
C 1.38 0.86 0.50  0.1249
H -2.46 -1.30 0.73  0.2132
H -1.72 -0.27 -1.48  0.1656
C -0.42 -0.61 0.97  -0.0613
H 3.32 0.03 0.32  0.2263
H 2.05 -1.12 -0.12  0.2109


> The lowest calculated total energy belongs to which entry?

C44H89BCl2N3O29S


> calculated total energy of number 6 (C5H10O)?

-7390.134 eV